1.
ORCA calculation (the ωB97M-V functional and the def2-TZVPD basis) on the molecule CH4NO3P at a distorted geometry.

Structure (XYZ):
```
10
Properties=species:S:1:pos:R:3:lowdin_charge:R:1
N -1.265 -0.014 -0.504 0.01
C -0.044 0.643 -0.388 -0.40
O 1.030 -0.121 -1.147 -0.15
P 1.275 -0.227 0.432 0.50
O 2.491 0.330 1.046 -0.27
O 0.669 -1.505 1.145 -0.12
H -2.006 0.347 0.089 0.09
H -1.774 0.142 -1.354 0.08
H -0.072 1.821 -0.549 0.16
H -0.305 -1.417 1.230 0.09
```

Summary:
spin multiplicity = 1
Kohn-Sham gap = 0.3872 Eh
energy relative to the best compared isomer or geometry (same formula, charge and spin) = 30.8 kcal per mole
LUMO level = 0.402 eV



2.
ORCA calculation (the ωB97M-V functional and the def2-TZVPD basis) on the ion CH4NO3S with charge -1 at a distorted geometry.

Structure (XYZ):
```
10
Properties=species:S:1:pos:R:3:lowdin_charge:R:1
C 0.308 0.261 0.042 -0.48
N -1.082 -0.108 -0.378 -0.02
O 3.784 -1.081 0.395 -0.53
O 3.187 1.288 0.359 -0.54
O 1.315 -0.416 -0.596 -0.41
S 3.221 0.023 -0.388 0.70
H -1.111 -0.032 -1.393 0.04
H 0.387 1.352 -0.123 0.09
H 0.338 0.086 1.136 0.10
H -1.184 -1.101 -0.175 0.04
```

Summary:
spin multiplicity = 1
Kohn-Sham gap = 0.3077 Eh
charge = -1
energy relative to the best compared isomer or geometry (same formula, charge and spin) = 0.0 kcal per mole
LUMO level = 4.126 eV



3.
ORCA calculation (the ωB97M-V functional and the def2-TZVPD basis) on a structure of composition CH4NO3Sn at a distorted geometry.

Structure (XYZ):
```
10
Properties=species:S:1:pos:R:3:lowdin_charge:R:1
Sn 1.828 -0.557 -1.577 1.43
O 0.716 -1.723 -2.983 -0.51
H -0.072 -1.516 -3.522 0.00
C -0.306 0.693 1.786 0.10
N -0.359 0.285 0.383 -0.28
O 0.665 0.133 -0.297 -0.33
O -1.513 0.159 -0.083 0.20
H 0.679 0.511 2.218 0.12
H -1.170 0.244 2.275 0.13
H -0.468 1.771 1.800 0.13
```

Summary:
spin multiplicity = 1
Kohn-Sham gap = 0.2751 Eh
charge = +1
energy relative to the best compared isomer or geometry (same formula, charge and spin) = 10.2 kcal per mole
LUMO level = -6.897 eV



4.
ORCA calculation (the ωB97M-V functional and the def2-TZVPD basis) on a cluster of 2 separate species, CH4NO4P in total at a distorted geometry.

Structure (XYZ):
```
11
Properties=species:S:1:pos:R:3:lowdin_charge:R:1
C 0.800 1.953 -0.239 -0.20
N 0.851 -0.842 -0.241 -0.28
O -0.806 -2.701 1.016 -0.51
O -1.511 -0.193 0.603 -0.32
O -1.373 -1.887 -1.330 -0.54
O 0.158 2.903 0.262 -0.13
P -0.673 -1.597 -0.008 0.09
H 0.498 1.578 -1.174 0.03
H 1.674 1.460 0.217 0.04
H 1.524 -1.347 0.347 -0.13
H -1.144 0.672 0.548 -0.06
```

Summary:
spin multiplicity = 1
Kohn-Sham gap = 0.1909 Eh
charge = -2
energy relative to the best compared isomer or geometry (same formula, charge and spin) = 30.2 kcal per mole
LUMO level = 6.419 eV



5.
ORCA calculation (the ωB97M-V functional and the def2-TZVPD basis) on the ion CH4NO5S2 with charge -1 at a distorted geometry.

Structure (XYZ):
```
13
Properties=species:S:1:pos:R:3:lowdin_charge:R:1
C 1.247 0.726 -0.104 -0.15
N -1.326 0.283 1.042 -0.20
O -2.758 0.522 0.610 -0.43
O -1.349 1.071 -1.437 -0.43
O 2.178 -1.661 -0.661 -0.34
O -0.184 -1.214 -1.086 -0.50
O 0.564 -1.385 1.189 -0.38
S -1.682 -0.042 -0.636 0.84
S 0.973 -1.055 -0.169 0.42
H 0.777 1.168 -0.856 -0.03
H 0.637 1.218 0.660 0.05
H 2.295 0.990 -0.153 0.06
H -1.372 -0.623 1.602 0.08
```

Summary:
spin multiplicity = 1
Kohn-Sham gap = 0.3319 Eh
charge = -1
energy relative to the best compared isomer or geometry (same formula, charge and spin) = 79.4 kcal per mole
LUMO level = 3.726 eV



6.
ORCA calculation (the ωB97M-V functional and the def2-TZVPD basis) on a cluster of 2 separate species, CH4NOP in total at a distorted geometry.

Structure (XYZ):
```
8
Properties=species:S:1:pos:R:3:lowdin_charge:R:1
C 0.835 0.586 0.558 -0.53
N -0.228 -0.193 0.370 -0.36
O 1.369 1.137 -0.375 0.01
P -1.181 -0.532 -0.925 0.74
H 1.160 0.672 1.605 0.10
H -0.686 -1.162 2.080 0.23
H -1.031 0.694 -1.586 -0.09
H -0.239 -1.203 -1.728 -0.10
```

Summary:
spin multiplicity = 1
Kohn-Sham gap (spin up / spin down) = 0.2762 / 0.3145 Eh
energy relative to the best compared isomer or geometry (same formula, charge and spin) = 118.9 kcal per mole
LUMO level (spin up / spin down) = -2.269 / -1.293 eV



7.
ORCA calculation (the ωB97M-V functional and the def2-TZVPD basis) on a cluster of 2 separate species, CH4NOPS in total at a distorted geometry.

Structure (XYZ):
```
9
Properties=species:S:1:pos:R:3:lowdin_charge:R:1
O 4.026 -2.478 0.591 0.13
C 3.421 -1.534 0.306 -0.47
N 2.709 -0.615 -0.031 -0.17
P 1.500 0.840 -0.363 0.78
H 0.583 0.663 0.713 -0.16
H 2.194 2.089 0.117 -0.11
S -2.617 -0.069 0.871 0.48
H -3.687 0.764 0.624 -0.18
H -2.268 0.085 -0.336 -0.30
```

Summary:
spin multiplicity = 1
Kohn-Sham gap = 0.3676 Eh
energy relative to the best compared isomer or geometry (same formula, charge and spin) = 9.8 kcal per mole
LUMO level = 0.185 eV



8.
ORCA calculation (the ωB97M-V functional and the def2-TZVPD basis) on a cluster of 2 separate species, CH4NOPS in total at a distorted geometry.

Structure (XYZ):
```
9
Properties=species:S:1:pos:R:3:lowdin_charge:R:1
H -0.758 -0.626 1.135 -0.14
P -0.296 -1.168 -0.062 0.81
N -1.801 -0.950 -0.641 -0.95
S -3.205 -0.552 0.175 0.46
H -2.048 -1.090 -1.566 -0.04
C 2.059 1.135 0.169 -0.22
O 3.090 1.131 0.726 0.02
H 1.721 0.368 -0.529 -0.02
H 1.237 1.752 0.594 0.08
```

Summary:
spin multiplicity = 1
Kohn-Sham gap (spin up / spin down) = 0.2801 / 0.2510 Eh
energy relative to the best compared isomer or geometry (same formula, charge and spin) = 51.3 kcal per mole
LUMO level (spin up / spin down) = -1.316 / -1.523 eV



9.
ORCA calculation (the ωB97M-V functional and the def2-TZVPD basis) on a cluster of 2 separate species, CH4NOPS2 in total at a distorted geometry.

Structure (XYZ):
```
10
Properties=species:S:1:pos:R:3:lowdin_charge:R:1
C -1.156 -0.833 -0.256 -1.04
N -1.633 -0.304 0.891 0.08
O -0.216 -0.261 -0.841 -0.15
P 1.672 1.789 -0.211 0.31
S -2.008 -2.165 -0.986 0.79
S 3.258 0.759 -1.061 0.19
H -1.353 0.716 0.994 0.14
H -2.553 -0.418 1.288 0.09
H 1.492 1.053 1.018 -0.19
H 2.496 -0.336 -0.836 -0.22
```

Summary:
spin multiplicity = 1
Kohn-Sham gap (spin up / spin down) = 0.3149 / 0.1657 Eh
energy relative to the best compared isomer or geometry (same formula, charge and spin) = 70.0 kcal per mole
LUMO level (spin up / spin down) = -0.505 / -3.027 eV



10.
ORCA calculation (the ωB97M-V functional and the def2-TZVPD basis) on a cluster of 2 separate species, CH4NS in total at a distorted geometry.

Structure (XYZ):
```
7
Properties=species:S:1:pos:R:3:lowdin_charge:R:1
S -0.970 -0.222 -2.428 -0.35
H -2.159 -0.241 -1.793 -0.49
C 0.569 -0.294 0.887 -0.19
N 0.749 0.903 1.271 -0.01
H 0.644 -0.665 -0.124 -0.02
H 0.517 -1.012 1.712 0.04
H 0.652 1.532 0.475 0.02
```

Summary:
spin multiplicity = 1
Kohn-Sham gap = 0.2644 Eh
charge = -1
energy relative to the best compared isomer or geometry (same formula, charge and spin) = 5.2 kcal per mole
LUMO level = 4.547 eV



11.
ORCA calculation (the ωB97M-V functional and the def2-TZVPD basis) on the ion CH4O2P with charge -1 at a distorted geometry.

Structure (XYZ):
```
8
Properties=species:S:1:pos:R:3:lowdin_charge:R:1
C 0.950 0.007 -0.317 -0.25
P -0.962 -0.028 0.252 0.24
O -1.652 -1.295 -0.091 -0.47
O -1.539 1.303 -0.128 -0.49
H 1.488 -0.923 0.007 0.00
H 1.019 -0.087 -1.422 0.00
H 1.268 0.946 0.180 0.00
H -0.570 0.078 1.519 -0.04
```

Summary:
spin multiplicity = 1
Kohn-Sham gap = 0.3295 Eh
charge = -1
energy relative to the best compared isomer or geometry (same formula, charge and spin) = 0.0 kcal per mole
LUMO level = 4.720 eV



12.
ORCA calculation (the ωB97M-V functional and the def2-TZVPD basis) on a cluster of 2 separate species, CH4O2S in total at a distorted geometry.

Structure (XYZ):
```
8
Properties=species:S:1:pos:R:3:lowdin_charge:R:1
O -1.753 0.061 -1.188 0.06
C -2.763 0.521 -0.720 -0.32
O -2.832 1.356 0.431 0.03
H -3.750 0.595 -1.294 0.15
H -1.915 1.428 0.679 0.08
S 3.187 -0.914 0.669 0.47
H 3.930 -1.867 0.106 -0.23
H 4.005 0.005 0.174 -0.24
```

Summary:
spin multiplicity = 1
Kohn-Sham gap = 0.3868 Eh
energy relative to the best compared isomer or geometry (same formula, charge and spin) = 9.2 kcal per mole
LUMO level = 0.772 eV



13.
ORCA calculation (the ωB97M-V functional and the def2-TZVPD basis) on a cluster of 2 separate species, CH4O2S in total at a distorted geometry.

Structure (XYZ):
```
8
Properties=species:S:1:pos:R:3:lowdin_charge:R:1
C 1.544 0.411 0.106 -0.04
O -2.400 -0.854 -1.480 -0.45
O -3.108 -0.826 0.945 -0.43
S -2.339 -0.258 -0.127 0.89
H 1.844 0.209 1.137 0.02
H 2.566 0.617 -0.251 0.03
H 0.814 1.146 -0.012 -0.02
H 1.079 -0.444 -0.318 0.00
```

Summary:
spin multiplicity = 1
Kohn-Sham gap = 0.3910 Eh
energy relative to the best compared isomer or geometry (same formula, charge and spin) = 19.5 kcal per mole
LUMO level = -1.373 eV



14.
ORCA calculation (the ωB97M-V functional and the def2-TZVPD basis) on a cluster of 2 separate species, CH4O3 in total at a distorted geometry.

Structure (XYZ):
```
8
Properties=species:S:1:pos:R:3:lowdin_charge:R:1
O 0.624 -0.962 0.039 0.04
C -0.188 -1.576 0.705 -0.26
O -0.241 -3.020 0.558 -0.01
H -0.601 -1.070 1.565 0.13
H 0.489 -3.369 0.000 0.11
O -0.315 4.547 -1.044 -0.15
H 0.480 4.399 -0.400 0.08
H 0.218 4.969 -1.825 0.08
```

Summary:
spin multiplicity = 1
Kohn-Sham gap = 0.4316 Eh
energy relative to the best compared isomer or geometry (same formula, charge and spin) = 27.6 kcal per mole
LUMO level = 0.768 eV



15.
ORCA calculation (the ωB97M-V functional and the def2-TZVPD basis) on a cluster of 2 separate species, CH4O3PS in total at a distorted geometry.

Structure (XYZ):
```
10
Properties=species:S:1:pos:R:3:lowdin_charge:R:1
C 0.202 -0.273 0.914 -0.44
O -1.727 1.875 -3.920 -0.45
O -0.088 0.199 -4.719 -0.44
O 0.674 2.386 -3.890 -0.47
P -0.401 0.382 -0.594 0.73
S -0.384 1.342 -3.906 0.36
H 1.366 -0.485 1.041 0.02
H -0.318 -1.147 1.260 -0.06
H 0.184 1.533 -0.644 -0.15
H -1.562 0.745 0.087 -0.10
```

Summary:
spin multiplicity = 1
Kohn-Sham gap (spin up / spin down) = 0.2115 / 0.3078 Eh
charge = -1
energy relative to the best compared isomer or geometry (same formula, charge and spin) = 127.9 kcal per mole
LUMO level (spin up / spin down) = 2.818 / 3.647 eV



16.
ORCA calculation (the ωB97M-V functional and the def2-TZVPD basis) on a cluster of 2 separate species, CH4O3PS2 in total.

Structure (XYZ):
```
11
Properties=species:S:1:pos:R:3:lowdin_charge:R:1
C -1.504 0.140 0.481 -0.94
O 3.762 0.341 -0.501 -0.45
O 2.360 -0.048 1.507 -0.45
O 1.615 -0.886 -0.700 -0.50
P -1.424 1.605 -0.641 0.70
S -1.410 -1.464 -0.414 0.57
S 2.417 0.113 0.046 0.48
H -2.447 0.125 1.031 0.00
H -0.670 0.165 1.186 0.00
H -2.595 1.275 -1.317 -0.20
H -0.104 -1.365 -0.678 -0.20
```

Summary:
spin multiplicity = 1
Kohn-Sham gap (spin up / spin down) = 0.2164 / 0.3058 Eh
charge = -1
energy relative to the best compared isomer or geometry (same formula, charge and spin) = 27.6 kcal per mole
LUMO level (spin up / spin down) = 2.011 / 3.267 eV



17.
ORCA calculation (the ωB97M-V functional and the def2-TZVPD basis) on a cluster of 2 separate species, CH4O5 in total at a distorted geometry.

Structure (XYZ):
```
10
Properties=species:S:1:pos:R:3:lowdin_charge:R:1
O 1.320 1.077 -0.108 0.09
C 2.010 0.128 0.068 -0.39
O 3.232 -0.096 -0.463 0.08
H 1.726 -0.768 0.656 0.14
H 3.573 -0.914 -0.067 0.11
O -3.322 0.705 -0.240 -0.02
O -2.556 -0.442 -0.560 -0.15
O -1.404 -0.428 0.259 -0.02
H -3.717 0.506 0.623 0.10
H -0.864 0.233 -0.167 0.06
```

Summary:
spin multiplicity = 1
Kohn-Sham gap = 0.4146 Eh
energy relative to the best compared isomer or geometry (same formula, charge and spin) = 50.7 kcal per mole
LUMO level = 0.421 eV



18.
ORCA calculation (the ωB97M-V functional and the def2-TZVPD basis) on the molecule CH4OS at a distorted geometry.

Structure (XYZ):
```
7
Properties=species:S:1:pos:R:3:lowdin_charge:R:1
O 1.036 0.644 0.121 -0.08
C 0.264 -0.500 -0.076 -0.51
S -1.578 0.111 0.069 0.65
H 0.888 1.122 -0.627 0.03
H 0.403 -1.088 -0.992 0.08
H 0.208 -1.301 0.593 0.03
H -1.221 1.012 0.913 -0.20
```

Summary:
spin multiplicity = 1
Kohn-Sham gap = 0.3705 Eh
energy relative to the best compared isomer or geometry (same formula, charge and spin) = 9.4 kcal per mole
LUMO level = 0.872 eV



19.
ORCA calculation (the ωB97M-V functional and the def2-TZVPD basis) on a cluster of 2 separate species, CH4OS2 in total at a distorted geometry.

Structure (XYZ):
```
8
Properties=species:S:1:pos:R:3:lowdin_charge:R:1
C 0.765 0.586 0.451 -0.61
S 1.550 -0.779 0.112 0.58
H 0.854 1.383 -0.227 -0.01
H 0.515 0.706 1.498 0.01
O -1.904 0.293 0.217 -0.60
S -1.719 -1.362 -0.190 0.73
H -2.590 0.584 0.903 0.09
H -1.363 -1.446 1.002 -0.19
```

Summary:
spin multiplicity = 1
Kohn-Sham gap = 0.3033 Eh
energy relative to the best compared isomer or geometry (same formula, charge and spin) = 55.9 kcal per mole
LUMO level = -0.330 eV



20.
ORCA calculation (the ωB97M-V functional and the def2-TZVPD basis) on the molecule CH4P2S3 at a distorted geometry.

Structure (XYZ):
```
10
Properties=species:S:1:pos:R:3:lowdin_spin:R:1
C 1.730 0.235 0.511 0.03
P -1.001 -0.442 -0.697 0.33
P -2.042 0.766 1.116 0.75
S -1.708 1.483 -1.016 0.31
S -2.394 -1.388 0.529 0.31
S 1.067 -0.913 -0.738 0.25
H 1.170 0.133 1.436 0.01
H 1.673 1.250 0.129 0.00
H 2.765 -0.055 0.659 0.01
H -1.260 -1.069 -1.929 0.00
```

Summary:
spin multiplicity = 3
Kohn-Sham gap (spin up / spin down) = 0.1899 / 0.2631 Eh
energy relative to the best compared isomer or geometry (same formula, charge and spin) = 13.1 kcal per mole
LUMO level (spin up / spin down) = -0.495 / -1.974 eV
⟨S²⟩ = 2.0098